Record 1
Molecular formula: C14H19FeN5S
Method: DFT, ωB97M-V/def2-TZVPD

Positions of all 40 atoms, in Å:
1 Fe 0.079 0.106 0.016
2 S -2.349 -4.052 -0.526
3 N -0.257 -0.439 2.087
4 N 2.296 -0.135 -0.706
5 N -1.191 1.875 -0.836
6 N -1.097 -1.903 3.532
7 N -1.074 -1.870 -0.160
8 C -1.536 -2.657 -1.088
9 C 0.006 0.014 3.352
10 C -0.523 -0.905 4.288
11 C 1.392 1.424 -2.401
12 C -0.918 -1.592 2.232
13 C -0.405 -0.699 5.654
14 C -2.052 -3.547 1.077
15 C -0.072 2.839 -0.815
16 C 0.785 1.360 5.146
17 C 2.589 1.083 -1.489
18 C -1.361 -2.361 1.094
19 C 0.750 2.784 -2.103
20 C 0.255 0.447 6.065
21 C 0.671 1.161 3.786
22 H 3.008 -0.269 0.011
23 H -1.903 2.154 -0.164
24 H 2.780 1.897 -0.786
25 H 0.631 0.632 -2.286
26 H 3.499 0.954 -2.086
27 H -2.395 -4.136 1.904
28 H -1.639 1.887 -1.752
29 H -0.440 3.862 -0.686
30 H 0.556 2.591 0.060
31 H -1.565 -2.719 3.894
32 H 1.080 1.861 3.076
33 H 1.293 2.237 5.518
34 H 1.707 1.411 -3.444
35 H 0.104 3.054 -2.940
36 H -0.810 -1.400 6.365
37 H -1.420 -2.453 -2.135
38 H 0.367 0.642 7.120
39 H 1.532 3.541 -2.054
40 H 2.353 -0.942 -1.327

Its orbital gap (spin up / spin down) is 8.31 / 7.47 eV. Its total charge is +2. As for the expectation value of S²: 6.01. The multiplicity is 5.

=====

Record 2
Molecular formula: C14H19IMnN7O
Method: DFT, ωB97M-V/def2-TZVPD

Positions of all 43 atoms, in Å:
1 I 3.177 -1.673 -1.976
2 Mn 1.340 -0.737 -0.797
3 O 1.447 1.499 -1.372
4 N 1.752 -2.666 0.944
5 N 0.316 -3.503 -0.457
6 N -0.085 -0.323 0.650
7 N -1.984 2.469 -0.702
8 N -1.166 -0.186 2.850
9 N -0.351 0.759 5.017
10 N -0.227 2.845 0.537
11 C 0.938 -4.557 0.189
12 C -0.247 1.805 -3.065
13 C -0.568 -0.247 1.742
14 C 0.816 -2.343 0.028
15 C -0.616 2.343 -0.672
16 C -1.316 3.384 1.196
17 C -0.688 0.324 3.976
18 C -0.673 -3.625 -1.503
19 C -2.395 3.121 0.438
20 C 1.076 2.783 1.169
21 C 2.654 -1.691 1.526
22 C -2.960 1.843 -1.582
23 C 1.848 -4.045 1.042
24 C 0.276 1.875 -1.707
25 H 0.478 1.462 -3.811
26 H -3.051 0.758 -1.391
27 H 3.667 -2.109 1.583
28 H -2.739 2.005 -2.642
29 H -1.102 1.107 -3.066
30 H -0.642 2.781 -3.383
31 H 2.310 -1.427 2.533
32 H 2.676 -0.765 0.912
33 H 0.694 -5.581 -0.014
34 H -3.934 2.305 -1.370
35 H 1.098 1.984 1.937
36 H -3.432 3.328 0.626
37 H 2.523 -4.517 1.720
38 H -0.529 -4.569 -2.049
39 H 1.861 2.595 0.419
40 H -1.685 -3.632 -1.069
41 H -1.203 3.861 2.141
42 H 1.236 3.752 1.668
43 H -0.589 -2.791 -2.216

Its orbital gap (spin up / spin down) is 2.12 / 3.92 eV. Its total charge is -2. As for the expectation value of S²: 6.05. The multiplicity is 5.

=====

Record 3
Molecular formula: C14H19KN3OS
Method: DFT, ωB97M-V/def2-TZVPD

Positions of all 39 atoms, in Å:
1 K -0.180 0.671 -1.611
2 S 2.819 -0.116 -1.105
3 O 2.084 1.123 -1.639
4 N -1.496 1.011 0.579
5 N -0.877 1.803 -4.011
6 N -1.617 -1.387 -0.716
7 C 3.836 0.560 1.305
8 C -2.164 2.549 2.296
9 C -1.657 -2.552 -1.370
10 C 2.631 -0.155 0.694
11 C -2.418 -1.234 0.349
12 C -2.351 0.106 1.072
13 C -3.265 -2.243 0.776
14 C -3.300 -3.443 0.088
15 C -3.038 1.607 2.806
16 C -2.481 -3.607 -1.013
17 C 4.568 0.305 -0.997
18 C -3.130 0.371 2.186
19 C 5.020 0.116 0.448
20 C -1.415 2.202 1.184
21 H 5.252 -0.934 0.642
22 H -3.899 -2.098 1.639
23 H 1.654 0.290 0.895
24 H -0.713 2.914 0.761
25 H 2.581 -1.203 0.995
26 H 3.957 0.307 2.358
27 H -2.063 3.526 2.748
28 H 3.703 1.642 1.244
29 H 4.547 1.362 -1.279
30 H 5.126 -0.250 -1.747
31 H -1.788 1.691 -4.447
32 H -3.811 -0.373 2.573
33 H -0.759 2.807 -3.902
34 H -3.648 1.823 3.675
35 H -3.963 -4.236 0.413
36 H -0.202 1.536 -4.722
37 H -0.997 -2.649 -2.226
38 H 5.929 0.683 0.640
39 H -2.475 -4.527 -1.581

Its orbital gap is 9.33 eV. The energy above the lowest of the compared OMol25 structures with the same formula, charge and spin comes out at 8.54 kcal per mole. Its total charge is +1.

=====

Record 4
Molecular formula: C14H19N3O3
Method: DFT, ωB97M-V/def2-TZVPD

Positions of all 39 atoms, in Å:
1 O -0.271 0.477 0.445
2 O 3.132 -0.161 0.038
3 O 4.434 -0.418 -2.007
4 N 0.813 0.351 3.230
5 N -4.689 1.460 -2.522
6 N -0.035 0.106 -2.119
7 C 3.451 -0.928 -1.038
8 C -0.050 -0.289 -0.642
9 C 2.735 -2.394 -1.315
10 C -3.058 1.479 -1.011
11 C -4.009 2.467 -0.661
12 C 0.860 -0.912 -2.855
13 C -5.003 2.436 -1.613
14 C 1.159 -2.209 -1.843
15 C -3.502 0.874 -2.166
16 C 1.725 -0.292 4.026
17 C 0.751 1.352 5.213
18 C 0.219 1.358 3.943
19 C 0.231 -1.922 -0.482
20 C 1.704 0.307 5.266
21 H -0.532 1.991 3.488
22 H -3.076 0.078 -2.763
23 H 0.733 -3.249 -2.240
24 H 2.311 0.023 6.116
25 H 0.567 0.983 -2.086
26 H -3.971 3.131 0.193
27 H 1.839 -0.363 -3.249
28 H 5.363 -0.388 -1.634
29 H 2.628 -2.953 -0.267
30 H -5.906 3.022 -1.720
31 H -0.861 -2.372 -0.469
32 H 3.303 -3.059 -2.098
33 H 0.300 -1.268 -3.839
34 H 0.696 -2.190 0.561
35 H 0.612 0.119 2.265
36 H 2.307 -1.120 3.644
37 H -2.148 1.235 -0.479
38 H 0.482 2.027 6.015
39 H -5.245 1.211 -3.329

Its SMILES is O=C(O)C[C@@H]1CNC(=O)C1.c1cc[nH]c1.c1cc[nH]c1. Its orbital gap is 7.36 eV. The energy above the lowest of the compared OMol25 structures with the same formula, charge and spin comes out at 142.31 kcal per mole.

=====

Record 5
Molecular formula: C14H19N3O4S
Method: DFT, ωB97M-V/def2-TZVPD

Positions of all 41 atoms, in Å:
1 S -2.178 -1.172 0.202
2 O -2.358 -2.574 0.554
3 O -1.120 1.330 2.987
4 O -2.864 -0.795 -1.063
5 O 3.564 0.516 -2.160
6 N 1.946 -0.579 -3.245
7 N 3.076 0.757 -4.793
8 N 1.625 -0.847 -5.356
9 C 2.149 0.342 0.414
10 C -3.778 -0.529 2.342
11 C 0.417 -0.729 -0.892
12 C 1.731 -0.179 -0.831
13 C -0.437 -0.716 0.181
14 C 2.280 -0.198 -4.424
15 C 1.189 0.481 1.475
16 C 3.549 0.911 0.614
17 C -2.574 -0.006 1.551
18 C -0.989 -1.046 3.363
19 C -0.117 -0.074 1.344
20 C -1.248 0.072 2.343
21 C 2.454 -0.025 -2.088
22 C -2.976 1.357 0.941
23 H -4.022 0.195 3.109
24 H -1.720 -1.072 4.188
25 H 0.045 -1.077 -1.835
26 H -0.966 -2.031 2.871
27 H 4.269 0.124 0.373
28 H 0.009 -0.891 3.811
29 H -1.817 1.378 3.671
30 H -3.343 2.042 1.718
31 H 3.571 1.139 -3.968
32 H 1.285 -0.275 -6.125
33 H -3.750 1.258 0.186
34 H 3.637 0.550 -5.575
35 H 3.669 1.808 0.032
36 H 0.959 -1.436 -4.889
37 H 3.745 1.233 1.621
38 H -3.557 -1.522 2.791
39 H 1.362 1.008 2.414
40 H -2.073 1.869 0.448
41 H -4.643 -0.597 1.702

Its SMILES is Cc1cc2c(cc1C(=O)N=C(N)N)S(=O)(=O)C(C)(C)[C@]2(C)O. Its orbital gap is 9.12 eV. The energy above the lowest of the compared OMol25 structures with the same formula, charge and spin comes out at 12.51 kcal per mole.

=====

Record 6
Molecular formula: C14H19N3O5
Method: DFT, ωB97M-V/def2-TZVPD

Positions of all 41 atoms, in Å:
1 O 0.054 2.309 0.731
2 O -0.572 -1.790 -1.929
3 O -1.080 -2.546 0.061
4 O -5.136 0.770 -0.948
5 O 1.528 -3.744 -0.018
6 N 2.168 3.673 -0.437
7 N -5.583 -0.178 1.108
8 N 0.299 0.527 -0.676
9 C -3.311 -0.283 0.279
10 C 3.311 -0.666 -0.538
11 C 3.064 1.596 0.446
12 C 1.630 -1.829 1.416
13 C 2.866 -1.960 -0.744
14 C -4.696 0.178 0.047
15 C 2.144 -0.556 1.614
16 C 2.906 0.077 0.582
17 C -0.911 -0.139 -0.147
18 C -2.245 0.484 -0.540
19 C 0.667 1.680 -0.081
20 C 2.061 2.201 -0.549
21 C -0.828 -1.572 -0.645
22 C 2.057 -2.480 0.214
23 H 2.435 1.830 -1.521
24 H 1.808 0.014 2.476
25 H -0.894 -0.190 0.965
26 H 3.835 -0.184 -1.343
27 H 4.065 1.869 -0.029
28 H 2.922 -2.364 -1.825
29 H 1.306 3.896 0.264
30 H 1.913 4.076 -1.371
31 H -6.541 0.461 1.193
32 H -3.216 -0.152 1.333
33 H 0.922 -2.247 2.170
34 H 0.648 -3.824 0.336
35 H 2.934 2.067 1.403
36 H -3.226 -1.366 0.060
37 H -5.212 -0.462 2.095
38 H -0.446 -0.971 -2.398
39 H 1.080 -0.023 -1.004
40 H -2.472 0.232 -1.630
41 H -2.256 1.582 -0.422

Its SMILES is NC(=O)CC[C@H](NC(=O)[C@@H](N)Cc1ccc(O)cc1)C(=O)O. Its orbital gap is 9.08 eV. The energy above the lowest of the compared OMol25 structures with the same formula, charge and spin comes out at 51.61 kcal per mole.

=====

Record 7
Molecular formula: C14H19N3Pt
Method: DFT, ωB97M-V/def2-TZVPD

Positions of all 37 atoms, in Å:
1 Pt -0.587 0.624 -0.635
2 N -4.591 -3.000 -0.029
3 N -2.326 -0.396 -1.035
4 N -4.929 -1.223 -1.431
5 C -4.435 -0.159 -2.043
6 C 2.116 0.148 0.211
7 C 1.721 1.202 -0.675
8 C 0.545 1.043 1.840
9 C -0.771 3.195 1.413
10 C -2.780 -1.474 -0.394
11 C 1.474 0.090 1.467
12 C 0.191 2.130 0.977
13 C 4.521 0.011 -0.243
14 C 3.195 -0.789 -0.222
15 C 0.854 2.225 -0.275
16 C -4.098 -1.903 -0.624
17 C -3.133 0.280 -1.878
18 C 3.319 -2.043 0.636
19 H 1.728 -0.706 2.154
20 H -0.902 3.184 2.493
21 H -5.101 0.379 -2.707
22 H 4.063 -2.705 0.196
23 H 2.383 -2.602 0.699
24 H -4.031 -3.598 0.550
25 H -0.410 4.177 1.107
26 H 0.052 0.977 2.803
27 H 4.487 0.864 -0.921
28 H 3.660 -1.809 1.647
29 H -1.757 3.057 0.963
30 H 0.679 3.083 -0.912
31 H -2.100 -1.985 0.271
32 H -2.718 1.115 -2.425
33 H 4.784 0.365 0.754
34 H -5.541 -3.268 -0.227
35 H 2.966 -1.070 -1.256
36 H 5.312 -0.656 -0.584
37 H 2.162 1.238 -1.664

Its orbital gap (spin up / spin down) is 8.04 / 4.81 eV. The energy above the lowest of the compared OMol25 structures with the same formula, charge and spin comes out at 0.00 kcal per mole. Its total charge is +2. As for the expectation value of S²: 2.01. The multiplicity is 3.

=====

Record 8
Molecular formula: C14H19N7O2
Method: DFT, ωB97M-V/def2-TZVPD

Positions of all 42 atoms, in Å:
1 O 3.262 0.422 -1.320
2 O -3.415 1.345 1.507
3 N 3.828 0.996 0.874
4 N 8.044 2.010 2.813
5 N -1.863 -0.166 0.634
6 N -4.443 -3.267 -1.585
7 N -3.969 -1.991 0.254
8 N 8.125 1.011 0.765
9 N 0.900 2.085 0.892
10 C 1.699 3.233 1.304
11 C -4.467 -0.786 -1.838
12 C -0.680 0.513 0.719
13 C -4.970 -0.006 -0.672
14 C -4.304 -2.116 -1.084
15 C 5.217 0.948 0.785
16 C 0.491 0.078 0.061
17 C -4.346 -0.625 0.637
18 C -0.428 1.740 1.270
19 C 1.479 0.924 0.272
20 C -3.168 0.247 1.064
21 C 2.952 0.789 -0.162
22 C 5.937 1.534 1.825
23 C 7.434 1.504 1.789
24 H 7.542 0.527 0.105
25 H -5.235 -1.063 -2.501
26 H -1.791 -1.160 0.458
27 H 3.434 1.455 1.652
28 H 8.953 1.729 2.857
29 H 1.101 4.192 1.480
30 H 7.581 2.561 3.543
31 H -6.078 0.009 -0.705
32 H -3.619 -0.405 -2.359
33 H 2.342 3.003 2.139
34 H 2.308 3.448 0.459
35 H -3.799 -3.951 -1.241
36 H 5.724 0.510 -0.047
37 H -4.815 1.043 -0.845
38 H -1.181 2.354 1.825
39 H 5.370 1.824 2.789
40 H -4.348 -2.731 0.792
41 H 0.564 -0.908 -0.421
42 H -5.140 -0.631 1.440

Its SMILES is [H]/N=C1/CC[C@H](C(=O)Nc2cc(C(=O)N/C=C/C(N)=N\[H])n(C)c2)N1. Its orbital gap is 8.38 eV. The energy above the lowest of the compared OMol25 structures with the same formula, charge and spin comes out at 0.00 kcal per mole.

=====

| no. | energy (a.u.) |
| --- | --- |
| 1 | -2480.1038 |
| 2 | -2451.9205 |
| 3 | -1782.3614 |
| 4 | -934.6873 |
| 5 | -1408.2984 |
| 6 | -1085.3525 |
| 7 | -827.8028 |
| 8 | -1078.5841 |